Formula: C5H16BN2O
Source: the OMol25 dataset
Level of theory: ωB97M-V with the def2-TZVPD basis set

XYZ file:
```
25
Properties=species:S:1:pos:R:3:lowdin_charge:R:1
B 0.734 2.649 0.749 -0.447
C 1.907 3.164 1.700 0.052
C -1.517 -1.286 -1.532 -0.023
C -0.088 -1.419 0.459 -0.016
C -0.243 0.750 -0.849 0.049
C -0.668 -0.485 -0.638 -0.256
N -0.365 3.468 0.380 0.235
N -0.535 -4.480 -0.659 0.019
O 0.723 1.370 0.103 0.137
H 2.605 2.410 1.872 0.048
H 1.651 3.443 2.680 0.069
H 2.351 3.992 1.294 0.052
H -2.465 -1.275 -1.189 0.077
H -1.595 -0.801 -2.450 0.079
H -1.050 -2.234 -1.682 0.070
H 1.024 -1.541 0.402 0.104
H -0.276 -0.821 1.405 0.106
H -0.694 -2.358 0.275 0.065
H -1.152 3.047 -0.154 0.108
H -0.414 1.552 -1.507 0.126
H -0.645 4.259 0.885 0.084
H 0.177 -4.534 -1.372 0.025
H -1.000 -5.362 -0.765 0.020
H -0.039 -4.516 0.239 0.035
H 1.574 1.006 0.355 0.183
```

Summary:
LUMO energy = -3.1 eV
ΔE to the lowest compared entry with this formula, charge and spin = 68.1 kJ/mol
Kohn-Sham gap = 10.2 eV
Charge = +1

Formula: C5H16N2O
Source: the OMol25 dataset
Level of theory: ωB97M-V with the def2-TZVPD basis set

XYZ file:
```
24
Properties=species:S:1:pos:R:3:lowdin_charge:R:1
C 0.725 0.237 -1.769 -0.119
N 0.551 0.668 -0.400 -0.248
C 0.274 2.113 -0.359 -0.084
C -1.906 0.183 -0.172 -0.062
C -0.471 -0.080 0.357 -0.385
C -0.125 -1.600 0.255 -0.236
N -0.704 -2.281 1.457 0.003
H 1.766 0.304 -2.094 0.090
H 0.472 -0.805 -1.990 0.081
H 0.111 0.743 -2.524 0.084
H 0.746 2.579 0.507 0.086
H 0.723 2.572 -1.242 0.084
H -0.774 2.395 -0.417 0.070
H -2.251 1.102 0.314 0.068
H -1.892 0.254 -1.258 0.079
H -2.674 -0.517 0.161 0.082
H -0.568 0.259 1.395 0.132
H 0.932 -1.724 0.048 0.107
H -0.818 -1.926 -0.523 0.099
H -0.055 -3.019 1.691 0.059
H -0.642 -1.652 2.262 0.058
H 1.611 -0.274 1.764 -0.020
H 2.454 0.493 0.869 0.013
O 2.514 -0.023 1.668 -0.041
```

Summary:
LUMO energy = 0.9 eV
ΔE to the lowest compared entry with this formula, charge and spin = 143.8 kJ/mol
Kohn-Sham gap = 9.8 eV
SMILES string = C[C@@H](CN)N(C)C.O

Formula: C5H16N2O
Source: the OMol25 dataset
Level of theory: ωB97M-V with the def2-TZVPD basis set

XYZ file:
```
24
Properties=species:S:1:pos:R:3:lowdin_charge:R:1
C 2.378 0.738 -0.746 -0.158
C 1.838 1.476 0.456 -0.239
C 0.762 0.755 1.558 -0.169
C -0.719 0.598 1.184 -0.265
N -0.971 -0.791 0.867 -0.071
C -2.360 -1.243 0.516 -0.242
N -2.854 -0.881 -0.820 0.013
H 2.536 -0.344 -0.583 0.071
H 3.284 1.293 -1.214 0.104
H 1.773 0.752 -1.690 0.058
H 1.265 2.359 0.135 0.087
H 2.692 1.812 1.057 0.086
H 1.276 -0.157 1.718 0.062
H 0.853 1.380 2.617 0.145
H -0.827 1.184 0.243 0.106
H -1.256 1.030 2.109 0.136
H -0.351 -1.181 0.266 0.032
H -2.244 -2.389 0.671 0.146
H -3.100 -0.916 1.075 0.044
H -2.822 0.075 -1.196 0.077
H -2.726 -1.521 -1.521 0.006
H 0.102 -1.847 -2.749 0.063
H 0.603 -0.878 -1.542 0.016
O 0.868 -1.301 -2.411 -0.109
```

Summary:
LUMO energy = 0.7 eV
ΔE to the lowest compared entry with this formula, charge and spin = 282.7 kJ/mol
Kohn-Sham gap = 9.3 eV
SMILES string = CCCCNCN.O

Formula: C5H16N2O
Source: the OMol25 dataset
Level of theory: ωB97M-V with the def2-TZVPD basis set

XYZ file:
```
24
Properties=species:S:1:pos:R:3:lowdin_charge:R:1
C 0.651 -2.406 1.325 -0.301
C 0.555 -0.923 0.914 -0.194
C -0.962 -0.584 0.430 -0.203
C -1.104 -0.648 -1.095 -0.262
C -0.568 0.565 -1.796 -0.342
N -1.421 1.772 -1.563 -0.022
N -0.202 -2.628 2.498 -0.072
H 0.285 -3.131 0.650 0.091
H 1.652 -2.456 1.688 0.093
H 1.489 -0.723 0.252 0.122
H 0.631 -0.228 1.774 0.096
H -1.455 0.274 0.935 0.105
H -1.540 -1.477 0.823 0.100
H -0.597 -1.523 -1.560 0.114
H -2.261 -0.656 -1.451 0.154
H 0.579 0.782 -1.485 0.122
H -0.332 0.584 -2.981 0.134
H -2.045 1.600 -0.854 -0.006
H -0.786 2.547 -1.180 0.096
H -0.974 -1.920 2.760 0.090
H 0.422 -2.649 3.369 0.086
H 2.499 3.249 -0.170 0.028
H 3.143 4.483 -0.881 0.016
O 2.402 3.902 -0.862 -0.046
```

Summary:
LUMO energy = 0.6 eV
ΔE to the lowest compared entry with this formula, charge and spin = 253.5 kJ/mol
Kohn-Sham gap = 9.6 eV
SMILES string = NCCCCCN.O

Formula: C5H16N2O
Source: the OMol25 dataset
Level of theory: ωB97M-V with the def2-TZVPD basis set

XYZ file:
```
24
Properties=species:S:1:pos:R:3:lowdin_charge:R:1
C -0.129 -1.257 0.871 -0.432
C 0.901 -0.734 1.892 -0.283
C -1.250 -0.233 0.714 -0.090
C 0.525 -1.541 -0.481 -0.085
N 1.992 -1.631 2.222 -0.007
H -0.554 -2.193 1.256 0.131
H 1.627 -2.511 2.574 0.068
H 2.544 -1.837 1.396 0.056
H 1.339 0.194 1.513 0.108
H 0.382 -0.500 2.827 0.113
H -1.980 -0.573 -0.019 0.076
H 1.016 -0.644 -0.857 0.070
H -1.762 -0.078 1.661 0.076
H -0.840 0.721 0.389 0.048
H -0.222 -1.856 -1.207 0.076
H 1.268 -2.333 -0.403 0.065
C -1.832 2.149 -2.507 -0.151
N -0.878 1.428 -2.870 0.030
O 0.659 2.458 -0.493 -0.064
H 1.562 2.261 -0.240 0.038
H -0.512 0.815 -2.147 0.006
H -2.280 2.175 -1.509 0.067
H -2.266 2.821 -3.238 0.054
H 0.690 2.900 -1.345 0.029
```

Summary:
LUMO energy = 0.8 eV
ΔE to the lowest compared entry with this formula, charge and spin = 99.7 kJ/mol
Kohn-Sham gap = 10.0 eV
SMILES string = CC(C)CN.C=N.O

Formula: C5H16N2O
Source: the OMol25 dataset
Level of theory: ωB97M-V with the def2-TZVPD basis set

XYZ file:
```
24
Properties=species:S:1:pos:R:3:lowdin_charge:R:1
C -2.177 0.498 0.800 -0.139
N -0.914 1.200 0.355 -0.107
C 2.688 0.700 1.198 -0.162
C 1.322 0.562 1.547 -0.307
C 0.399 0.294 0.345 -0.291
C 0.242 -1.227 -0.042 -0.203
N 0.600 -1.584 -1.434 0.035
H -2.754 1.231 1.387 0.066
H -2.614 0.120 -0.204 0.078
H -2.013 -0.316 1.603 0.092
H -0.596 1.959 0.982 0.077
H 3.362 0.736 2.172 0.117
H 3.148 -0.137 0.718 0.068
H 3.007 1.689 0.835 0.086
H 0.964 1.476 2.037 0.107
H 1.202 -0.273 2.321 0.133
H 0.834 0.956 -0.498 0.150
H -0.751 -1.327 0.087 0.045
H 0.783 -1.675 0.801 0.111
H 1.567 -1.649 -1.746 0.086
H 0.307 -2.488 -1.421 0.028
H -1.129 -0.359 -1.982 0.004
H -2.415 0.455 -2.235 0.024
O -1.944 -0.334 -2.550 -0.097
```

Summary:
LUMO energy = 0.9 eV
ΔE to the lowest compared entry with this formula, charge and spin = 277.8 kJ/mol
Kohn-Sham gap = 9.7 eV
SMILES string = CC[C@@H](CN)NC.O